Entry 1:
This record from OMol25 describes 2 unconnected molecules or ions with the total composition C4H13N2O at a distorted geometry. The level of theory is the ωB97M-V functional and the def2-TZVPD basis.

Positions of all 20 atoms, in Å:
C (-0.7527, -1.1862, 2.6676)
C (0.4757, -0.4772, 2.1269)
O (0.3722, 0.3535, 1.2377)
N (1.6316, -0.8156, 2.7251)
H (-0.8243, -2.2642, 2.8630)
H (-1.4961, -1.2376, 1.8509)
H (2.4651, -0.2501, 2.7486)
H (1.5574, -1.6150, 3.3197)
H (-1.2168, -0.6472, 3.4943)
C (0.3458, 0.6337, -1.8195)
C (0.1165, 1.4787, -3.0253)
N (-1.0386, 0.0288, -1.3391)
H (0.9755, -0.2250, -1.9769)
H (0.7532, 1.1901, -0.9790)
H (-0.4037, 2.4290, -2.8934)
H (-0.2223, 0.9958, -3.9375)
H (-1.0984, 0.2377, -0.3331)
H (-1.7434, 0.5248, -1.8800)
H (-1.0321, -0.9653, -1.5426)
H (1.1353, 1.8115, -3.3073)

Its total charge is +1. For the max |F|, the calculation gives 2.3 eV Å⁻¹. As for the highest occupied orbital energy: -13.89 eV. As for the multiplicity: 1. The calculation puts the electronic energy at -344.734089 Ha.

Entry 2:
This record from OMol25 describes a single C3H9N2P molecule at a distorted geometry. The level of theory is the ωB97M-V functional and the def2-TZVPD basis.

Positions of all 15 atoms, in Å:
C (-2.3115, 1.0656, 0.2850)
N (-1.7015, -0.2125, 0.3502)
C (-0.1368, -0.2990, 0.0787)
C (0.3536, -1.6569, 0.1891)
P (0.8673, 1.1016, -0.3753)
N (2.4342, 0.2446, -0.2399)
H (-1.6456, 1.8790, 0.3637)
H (-2.9670, 1.0189, 1.1563)
H (-2.8916, 1.2258, -0.5987)
H (1.3500, -1.5334, 0.5419)
H (-0.4576, -2.3393, 0.6674)
H (0.5443, -2.1714, -0.6620)
H (0.7347, 0.6892, -1.7364)
H (3.1879, 0.6052, -0.7699)
H (2.6397, 0.3826, 0.7498)

For the max |F|, the calculation gives 9.8 eV Å⁻¹. As for the highest occupied orbital energy (spin up / spin down): -8.55 / -8.55 eV. As for the structure (SMILES): C/N=C(/C)PN. As for the multiplicity: 1. The calculation puts the electronic energy at -570.434079 Ha.

Entry 3:
This record from OMol25 describes a single C4H8O2 molecule at a distorted geometry. The level of theory is the ωB97M-V functional and the def2-TZVPD basis.

Positions of all 14 atoms, in Å:
C (2.1460, -0.1923, -0.1811)
O (0.7775, 0.2218, -0.0885)
C (-0.0668, -0.7895, 0.2972)
C (-1.4808, -0.2995, -0.0782)
C (-1.6414, 1.1826, -0.0028)
O (-2.3449, -1.1247, -0.2750)
H (2.7097, 0.6558, -0.7631)
H (2.6862, -0.3392, 0.8560)
H (2.2204, -1.0142, -0.9391)
H (0.1470, -1.8631, -0.2252)
H (-0.1563, -1.0156, 1.5123)
H (-2.7229, 1.4706, 0.0688)
H (-1.1504, 1.4253, -0.9954)
H (-1.1233, 1.6819, 0.8142)

For the max |F|, the calculation gives 3.2 eV Å⁻¹. As for the highest occupied orbital energy: -9.43 eV. As for the structure (SMILES): COCC(C)=O. As for the multiplicity: 1. The calculation puts the electronic energy at -307.623285 Ha.

Entry 4:
This record from OMol25 describes 2 unconnected molecules or ions with the total composition C3H10N2O2 at a distorted geometry. The level of theory is the ωB97M-V functional and the def2-TZVPD basis.

Positions of all 17 atoms, in Å:
N (-0.8761, -2.1563, 0.5284)
C (-0.2062, -2.4835, -0.6335)
O (0.4665, -3.4830, -0.7174)
O (-0.4638, -1.6665, -1.7147)
H (-0.7355, -2.7810, 1.3189)
H (-0.9767, -1.1839, 0.7380)
H (-0.5571, -0.7176, -1.4154)
C (0.8589, 1.9803, 0.9289)
C (0.6375, 1.0460, -0.2460)
N (-0.8107, 0.8043, -0.4961)
H (1.9449, 2.0551, 1.1905)
H (0.4532, 2.9944, 0.7706)
H (0.3401, 1.5576, 1.8557)
H (1.2069, 1.3546, -1.1384)
H (1.1163, 0.0764, -0.0854)
H (-1.2919, 1.1345, 0.3353)
H (-1.1065, 1.4684, -1.2194)

For the max |F|, the calculation gives 1.5 eV Å⁻¹. As for the highest occupied orbital energy: -9.82 eV. As for the structure (SMILES): NC(=O)O.CCN. As for the multiplicity: 1. The calculation puts the electronic energy at -380.314589 Ha.

Entry 5:
This record from OMol25 describes a molecular structure, C20H20BrHoN5O4 at a distorted geometry. The level of theory is the ωB97M-V functional and the def2-TZVPD basis.

Positions of all 51 atoms, in Å:
Ho (0.0981, 1.8446, -0.3317)
O (-1.6313, 1.3310, -1.8098)
C (-1.5526, 0.5035, -2.9459)
C (-2.6435, 0.5741, -3.7357)
C (-2.7406, -0.3239, -4.7917)
C (-1.7205, -1.1451, -5.1664)
C (-0.4901, -1.0194, -4.4560)
C (-0.4196, -0.2812, -3.2880)
C (0.8823, -0.2460, -2.4814)
O (1.1416, 1.0186, -2.0023)
N (0.7162, -1.1250, -1.1897)
N (0.0498, -0.5569, -0.1050)
C (-0.3285, -1.2890, 0.8500)
C (-0.9413, -0.7321, 2.0468)
Br (-1.4492, 1.1177, 1.9161)
C (-1.2788, -1.3194, 3.2038)
C (-1.0727, -2.7897, 3.4663)
C (-2.0880, -3.5733, 3.9866)
C (-1.9284, -4.9415, 4.1827)
C (-0.7008, -5.5123, 3.8839)
C (0.2807, -4.7503, 3.2851)
C (0.1073, -3.3998, 3.1383)
H (-2.4762, 1.8950, -1.9647)
H (-3.4020, 1.3042, -3.6409)
H (-3.5548, -0.3521, -5.5161)
H (-1.9704, -1.7867, -5.9987)
H (0.3176, -1.6519, -4.8277)
H (1.7523, -0.6644, -3.0345)
H (0.3575, -2.0020, -1.3900)
H (-0.0747, -2.3372, 0.8613)
H (-1.8076, -0.7765, 3.9883)
H (-3.0533, -3.1307, 4.1777)
H (-2.7852, -5.5143, 4.5198)
H (-0.6755, -6.5405, 4.2104)
H (1.1349, -5.3221, 3.0288)
H (0.9024, -2.8647, 2.6442)
C (2.9777, 4.0670, -1.2024)
C (2.9672, 3.5579, 0.1988)
N (2.1202, 2.6442, 0.6717)
C (2.2543, 2.6029, 2.0506)
C (3.1854, 3.5739, 2.4373)
N (3.5511, 4.1459, 1.2181)
H (3.9909, 4.4534, -1.4576)
H (2.3174, 4.9394, -1.4198)
H (2.9487, 3.2998, -1.9319)
H (1.8499, 1.8034, 2.6980)
H (3.6206, 3.8384, 3.3825)
H (4.1588, 4.9916, 1.1154)
O (-0.9248, 4.9887, -1.4922)
N (-0.6255, 3.9605, -0.9600)
O (-1.3470, 3.4923, -0.0223)

Its total charge is +1. Its expectation value of S² is 6.004. For the max |F|, the calculation gives 3.4 eV Å⁻¹. As for the highest occupied orbital energy (spin up / spin down): -11.38 / -11.38 eV. As for the multiplicity: 5. The calculation puts the electronic energy at -4870.739592 Ha.

Entry 6:
This record from OMol25 describes 2 unconnected molecules or ions with the total composition CH5INP at a distorted geometry. The level of theory is the ωB97M-V functional and the def2-TZVPD basis.

Positions of all 9 atoms, in Å:
H (-1.0014, -1.1677, 1.7322)
P (-0.9996, 0.0230, 1.1704)
N (0.4550, -0.0415, 0.5331)
C (1.2770, 1.1084, 0.1049)
H (0.7605, 1.7977, -0.5358)
H (1.7957, 1.5954, 0.9144)
H (1.9670, 0.5842, -0.6570)
I (-4.5038, -1.1386, -0.2617)
H (-5.3021, 0.3057, -0.2818)

For the max |F|, the calculation gives 3.8 eV Å⁻¹. As for the highest occupied orbital energy: -8.62 eV. As for the structure (SMILES): [H]/P=N/C.I. As for the multiplicity: 1. The calculation puts the electronic energy at -734.816833 Ha.

> Among the records above, which one has the lowest electronic energy?

C20H20BrHoN5O4

> Look up the max |F| of the fourth one.

1.5 eV Å⁻¹

> Look up the multiplicity of the fourth one.

1

> Look up the multiplicity of the third one.

1